[1]
Here is 2 unconnected molecules or ions with the total composition C4H11NO2 in a non-equilibrium geometry from OMol25. Energies are from ωB97M-V/def2-TZVPD.

Computed properties:
LUMO energy (eV): 0.78
F_max (eV/A): 1.6
HOMO (Eh): -0.347
SMILES: CNCCC=O.O
HOMO-LUMO gap (eV): 10.2345
Relative energy (zero: lowest compared OMol25 entry of this formula, charge and spin) (kcal per mole): 40.00
Total energy (Ha): -364.20442

```
18
Properties=species:S:1:pos:R:3:forces:R:3
C 0.33731 -1.72025 1.55686 -0.827 1.246 0.044
N 0.92027 -0.62206 0.77176 0.142 -0.471 -0.345
C 0.40579 -0.53406 -0.62029 -0.241 -0.592 0.825
C -1.12883 -0.44726 -0.68113 -0.263 0.464 0.100
C -1.50636 0.95653 -0.22436 0.530 -1.326 0.604
O -1.52269 1.92973 -0.92050 -0.158 0.308 -0.168
H 0.86491 -1.82480 2.49724 0.360 -0.235 -0.058
H 0.19843 -2.66823 1.03634 0.269 -0.214 -0.095
H -0.65125 -1.35748 1.85007 -0.115 -0.364 0.108
H 1.90242 -0.84346 0.65000 0.099 0.301 0.185
H 0.74294 -1.42418 -1.15923 -0.071 0.143 -0.429
H 0.81797 0.38037 -1.02968 0.266 -0.100 -0.446
H -1.53562 -0.66127 -1.66938 0.316 0.191 -0.160
H -1.57970 -1.16621 0.00282 0.024 -0.029 -0.030
H -1.61723 0.97921 0.88131 -0.298 0.569 -0.097
H 0.53392 2.54624 -1.22643 -0.143 0.250 -0.140
H 1.54646 3.31389 -0.40283 0.040 0.068 -0.027
O 1.27124 3.16328 -1.31258 0.069 -0.209 0.129
```
Positions in Å, forces in eV/Å.

---

[2]
Here is a single C4H6F2 molecule in a non-equilibrium geometry from OMol25. Energies are from ωB97M-V/def2-TZVPD.

Computed properties:
LUMO energy (eV): 0.92
F_max (eV/A): 3.6
HOMO (Eh): -0.324
SMILES: C/C(F)=C(\C)F
HOMO-LUMO gap (eV): 9.7273
Relative energy (zero: lowest compared OMol25 entry of this formula, charge and spin) (kcal per mole): 20.05
Total energy (Ha): -355.69274

```
12
Properties=species:S:1:pos:R:3:forces:R:3
C 1.55214 0.52918 0.08422 -1.184 1.421 0.426
C 0.72456 -0.64659 -0.15566 -0.825 -0.804 0.312
C -0.62506 -0.74786 -0.07779 2.790 -0.443 0.241
C -1.64424 0.28995 -0.12761 1.236 3.364 -0.049
H 1.82571 0.49451 1.16086 -0.142 0.299 -0.492
H 2.50032 0.55755 -0.46588 -0.596 0.271 -0.297
H 0.77969 1.35344 -0.10158 2.003 -0.376 0.242
H -2.45993 0.18770 0.56343 -0.515 -0.675 0.008
H -1.96175 0.49150 -1.18571 -0.043 -0.082 1.118
H -1.12389 1.25302 0.31583 -1.104 -1.555 -1.275
F 1.48621 -1.77883 -0.14529 -0.623 -0.115 0.039
F -1.05376 -1.98357 0.13519 -0.998 -1.307 -0.274
```
Positions in Å, forces in eV/Å.

---

[3]
Here is a single C20H19NO4 molecule in a non-equilibrium geometry from OMol25. Energies are from ωB97M-V/def2-TZVPD.

Computed properties:
LUMO energy (eV): -0.55
F_max (eV/A): 6.9
HOMO (Eh): -0.323
SMILES: CC(C)=CCc1cc(/C=C/C(=O)O)ccc1OC(=O)c1ccncc1
HOMO-LUMO gap (eV): 8.2397
Relative energy (zero: lowest compared OMol25 entry of this formula, charge and spin) (kcal per mole): 108.19
Total energy (Ha): -1129.12443

```
44
Properties=species:S:1:pos:R:3:forces:R:3
O -2.27445 -5.16218 -2.94284 0.768 0.107 -4.342
O 2.93393 0.39137 2.53651 -4.277 2.488 -0.493
N 1.70342 4.15591 5.70194 -1.849 -0.493 -0.378
O -3.44584 -5.78254 -1.29621 -3.406 -2.893 0.907
O 0.72679 1.02389 1.91094 1.289 -0.271 0.510
C -2.43187 -5.19518 -1.77592 1.205 0.612 -0.315
C 1.90290 1.12715 2.62860 3.005 -3.395 -0.137
C -0.35991 1.21572 -3.56380 1.528 -0.234 2.472
C 0.40683 1.22750 -2.39253 0.255 1.367 -0.930
C -1.61155 -4.59255 -0.84553 3.267 6.132 -0.124
C -1.11207 -3.31718 -1.28169 -1.477 -3.184 1.346
C 2.82428 3.46471 5.47268 -2.290 -1.785 -1.785
C 0.56755 3.84442 4.98503 1.687 -1.825 -1.345
C 0.51708 -1.44160 1.60425 0.524 3.304 0.892
C 2.92527 2.42273 4.47907 1.706 1.386 0.605
C 0.64837 2.84594 3.95188 0.619 1.259 1.815
C -0.02574 -2.40787 0.83530 0.420 -1.205 1.112
C -0.36836 -0.99892 -0.96171 -0.689 1.003 -1.684
C 0.42877 -0.09406 1.12037 0.248 -0.756 -0.985
C 1.82428 2.12996 3.70012 -0.423 1.464 0.366
C -0.50456 -2.26888 -0.43115 -0.209 0.760 -1.730
C 0.01469 0.16263 -0.20012 -0.258 -1.970 -0.350
C 0.21988 0.78727 -4.90900 0.690 -0.679 1.934
C -1.87542 1.37058 -3.62043 0.509 -0.763 0.083
C 0.04244 1.52929 -0.88202 -0.077 -1.689 -0.956
H -3.72340 -6.21250 -2.13694 -0.951 -0.150 0.722
H 1.52830 1.08565 -2.39496 -1.329 -0.108 -0.799
H -1.61166 -5.00644 0.11973 0.325 0.021 1.305
H -1.37685 -3.08022 -2.35423 0.555 -0.132 1.392
H 3.55658 3.56144 6.21447 1.396 0.571 0.533
H -0.45704 4.24595 5.17056 1.402 0.277 0.216
H 1.01614 -1.58993 2.59082 -0.724 -0.179 -0.963
H 3.95042 2.02377 4.23936 -1.422 0.031 0.483
H -0.18037 2.62951 3.34697 -1.202 -0.175 -0.506
H -0.00159 -3.35256 1.26158 -0.043 -1.923 0.670
H -0.61624 -0.95096 -2.09418 0.403 0.520 2.213
H 1.25708 0.49363 -4.85632 0.438 -0.300 0.557
H 0.27549 1.50428 -5.67919 -0.908 1.064 -0.950
H -0.33990 -0.10107 -5.14738 -0.229 -0.244 -0.816
H -2.12173 2.38302 -3.80418 -0.276 1.292 -0.207
H -2.28032 0.82268 -4.49681 0.166 0.039 0.730
H -2.39246 1.09511 -2.69377 0.151 -0.182 -0.226
H -0.96282 1.94518 -0.84104 0.132 0.446 0.335
H 0.80366 2.06533 -0.26822 -0.651 0.395 -1.176
```
Positions in Å, forces in eV/Å.

---

[4]
Here is a single C8H8S molecule in a non-equilibrium geometry from OMol25. Energies are from ωB97M-V/def2-TZVPD.

Computed properties:
LUMO energy (alpha / beta) (eV): -0.11 / -0.35
F_max (eV/A): 4.1
HOMO (alpha / beta) (Eh): -0.257 / -0.263
HOMO-LUMO gap (alpha / beta) (eV): 6.8950 / 6.7961
Relative energy (zero: lowest compared OMol25 entry of this formula, charge and spin) (kcal per mole): 106.66
Total energy (Ha): -707.59501

```
17
Properties=species:S:1:pos:R:3:forces:R:3
C -0.73317 2.04783 -1.35299 0.835 -3.722 1.384
C 0.58840 2.29876 -1.06175 -0.829 3.355 0.450
C -1.06563 0.69274 -1.34123 -0.903 3.252 -1.236
C 1.98498 -0.11896 0.42551 -1.509 2.185 -1.099
C 0.65621 -0.41918 0.22899 1.246 -1.253 1.219
C 1.52116 1.49104 -1.43553 2.475 -2.572 -0.673
C -0.24488 -0.28419 -0.87982 1.252 -1.695 -1.907
C 0.16872 -1.46977 1.27440 -0.088 2.401 1.106
S 2.95553 0.91841 -0.73211 -0.919 -0.815 1.031
H -1.38001 2.78770 -1.49088 -2.833 2.879 -0.547
H 0.77891 3.31413 -0.67174 0.455 -0.451 0.004
H -1.96041 0.57626 -1.94302 -0.193 -1.200 0.282
H 2.33669 -0.09755 1.43368 0.736 -0.779 0.313
H -0.38888 -1.25935 -1.38300 -0.371 0.193 0.650
H -0.88226 -1.48888 1.60321 0.114 -0.012 -1.042
H 0.63079 -1.09420 2.18556 0.356 -0.487 0.334
H 0.56609 -2.41772 1.04761 0.176 -1.279 -0.270
```
Positions in Å, forces in eV/Å.

---

[5]
Here is a single C20H20ClFN2O2S molecule in a non-equilibrium geometry from OMol25. Energies are from ωB97M-V/def2-TZVPD.

Computed properties:
LUMO energy (eV): -0.07
F_max (eV/A): 3.8
HOMO (Eh): -0.299
SMILES: CN(C)[C@H]1CCc2c(c3cc(F)ccc3n2S(=O)(=O)c2cccc(Cl)c2)C1
HOMO-LUMO gap (eV): 8.0628
Relative energy (zero: lowest compared OMol25 entry of this formula, charge and spin) (kcal per mole): 5.75
Total energy (Ha): -1992.30606

```
47
Properties=species:S:1:pos:R:3:forces:R:3
O -1.46807 -3.31678 2.67355 1.549 2.285 -2.557
O -2.69390 -2.76004 0.66171 2.724 1.154 0.093
F 2.29235 2.08937 4.86163 -0.423 0.047 -0.461
Cl 3.95538 -3.64120 0.16121 -0.520 -0.127 -0.145
C -0.82724 -0.10166 0.32504 0.316 1.726 -0.867
C -0.17074 1.06843 0.64231 -0.434 -0.681 0.087
C 0.50221 -4.90771 -1.52516 0.783 -0.767 -0.407
C 1.12135 0.06734 4.50132 -0.741 -0.658 -0.590
C 1.86075 -4.71758 -1.23734 0.342 -0.380 -0.298
C 1.05468 1.78296 2.81504 0.596 0.488 0.404
C 0.32243 -0.79148 3.70597 0.271 -0.005 0.421
C -0.48302 -4.30157 -0.77897 -0.076 0.567 0.812
C 1.27894 -3.26490 0.58861 -0.816 -0.372 -0.380
C 1.48802 1.35458 4.05888 -0.668 -1.393 -0.420
C 2.26768 -3.89842 -0.20417 -1.196 0.743 0.936
C 0.31520 0.91421 1.99787 0.077 0.802 -0.476
C -0.06809 -0.34155 2.43739 0.304 -0.890 1.286
C -0.09434 -3.47884 0.29481 0.765 0.439 0.029
N -0.81697 3.32784 -2.38828 -2.019 0.707 0.128
N -0.80864 -0.96993 1.42090 -0.851 -1.983 -0.173
C -1.16551 4.72599 -1.97066 0.556 -0.684 -0.401
C 0.35072 3.22904 -3.25481 -1.114 0.705 0.042
C -1.47531 -0.29112 -1.02442 -0.385 0.318 0.406
C -0.03407 2.28400 -0.26050 -0.676 -0.834 1.128
C -1.12324 0.85025 -1.99746 0.984 0.305 0.482
C -1.08351 2.27041 -1.34743 1.154 -0.063 -1.694
S -1.38795 -2.65934 1.33614 -2.050 -1.738 1.570
H 0.25306 -5.62620 -2.32587 0.006 0.625 0.482
H 1.42197 -0.29062 5.47609 0.134 0.145 0.023
H 2.64273 -5.24845 -1.78746 -0.427 0.189 -0.016
H 1.32783 2.77942 2.47781 -0.028 -0.153 -0.073
H 0.01651 -1.80532 4.04703 0.353 0.979 -0.121
H -1.52364 -4.48606 -0.99365 -0.136 0.136 0.052
H 1.53840 -2.64464 1.44012 0.163 0.017 -0.140
H -2.12394 4.76447 -1.44628 0.049 -0.334 -0.049
H -0.40729 5.12129 -1.27334 -0.074 0.216 -0.187
H -1.27356 5.43573 -2.83859 0.357 -0.939 0.635
H 0.31655 4.00167 -4.06825 -0.134 -0.568 0.839
H 1.23160 3.38752 -2.66743 1.173 0.012 0.085
H 0.35645 2.26765 -3.74465 0.223 -0.328 -0.073
H -2.55595 -0.30954 -0.93567 -0.299 -0.265 0.303
H -1.18102 -1.23800 -1.45899 0.035 -0.305 -0.182
H 0.93085 2.24374 -0.72120 0.850 0.383 -0.131
H -0.18617 3.18300 0.35155 0.467 -0.057 -0.173
H -0.08150 0.63055 -2.30815 -0.505 0.231 -0.319
H -1.80318 0.82300 -2.85814 0.295 0.066 0.166
H -2.00884 2.48849 -0.85811 -0.952 0.239 -0.075
```
Positions in Å, forces in eV/Å.

---

[6]
Here is a molecular structure, Cl7Cu2O36P2Sr2 in a non-equilibrium geometry from OMol25. Energies are from ωB97M-V/def2-TZVPD.

Computed properties:
LUMO energy (alpha / beta) (eV): 7.74 / 4.25
F_max (eV/A): 5.1
HOMO (alpha / beta) (Eh): -0.006 / -0.004
Charge: -5
HOMO-LUMO gap (alpha / beta) (eV): 7.9074 / 4.3743
Total energy (Ha): -9953.66279
Spin multiplicity: 3
Expectation value of S²: 2.016

```
49
Properties=species:S:1:pos:R:3:forces:R:3
Sr 10.56842 8.39625 5.15429 -0.268 -0.272 0.516
Sr 12.48607 8.43761 9.60933 -0.572 0.201 0.680
Cu 13.61019 10.10511 6.24374 -2.335 1.849 0.489
Cu 9.50945 11.98442 5.94018 -0.084 0.825 -0.737
P 10.95732 10.32513 7.86514 0.120 3.055 -0.684
O 11.95610 11.06496 6.90319 2.199 -0.658 -1.525
O 11.15182 8.83961 7.53123 0.079 -2.116 0.122
O 9.55679 10.75411 7.30606 0.809 -0.948 1.444
O 11.45857 10.67191 9.27497 -1.196 -1.521 -0.555
P 14.28097 7.87900 4.88621 -1.874 -0.586 0.431
O 14.31501 9.53570 4.52155 1.248 -1.244 -0.909
O 14.21904 8.42928 6.37152 -0.028 -0.586 1.841
O 15.35355 6.85327 4.93464 -0.256 1.200 -1.620
O 12.87330 7.50198 4.36611 0.888 0.734 0.473
Cl 7.28696 9.19921 3.62109 -0.577 2.419 -2.696
O 6.20333 9.63048 4.43776 -0.479 -1.051 0.705
O 7.05875 9.83846 2.29024 0.974 -1.416 1.734
O 8.50738 9.75794 4.23592 0.737 -0.697 -0.180
O 7.45587 7.76988 3.46682 -0.141 0.445 0.479
Cl 9.37126 4.24564 6.43117 -0.714 -0.127 0.554
O 9.47829 4.64538 7.79805 0.098 0.543 0.748
O 8.05465 3.67054 6.22918 0.490 -0.068 -0.405
O 9.51585 5.40665 5.57062 0.239 0.465 -0.365
O 10.41294 3.29747 6.16322 0.075 -0.363 -0.641
Cl 16.13716 8.49213 9.34478 1.381 0.562 2.233
O 16.54786 8.72063 10.71440 -0.469 -0.005 -0.501
O 16.93919 9.32587 8.49784 -0.479 -0.531 -0.599
O 16.24476 7.08982 9.08120 -0.242 0.065 -0.824
O 14.72380 8.90890 9.22070 0.330 0.022 -0.385
Cl 10.31666 13.84160 3.67449 -0.424 -3.321 -1.954
O 9.80070 13.98379 2.30235 0.627 -0.593 1.460
O 11.29434 12.74652 3.82963 -0.495 1.443 -0.759
O 10.84954 15.08148 4.05086 0.405 1.236 1.187
O 9.17956 13.36988 4.51856 -0.068 0.792 0.362
Cl 6.45804 18.92482 15.73695 0.816 2.562 -4.357
O 6.44916 17.91752 16.76962 0.238 0.368 -0.143
O 5.07026 19.26457 15.33261 0.909 -0.231 1.549
O 7.24500 20.13681 16.05567 -1.477 -0.574 2.090
O 7.13071 18.57435 14.47814 -0.630 -1.993 1.012
Cl 16.70483 18.37872 9.23988 2.729 -0.256 -2.354
O 17.17791 19.34411 8.26450 -1.995 2.409 -0.390
O 16.27131 17.28059 8.47053 -1.548 -1.760 -0.494
O 17.91470 18.08840 9.87865 2.835 -1.727 2.866
O 15.76957 18.71930 10.23864 -1.817 1.540 0.368
Cl 12.50849 7.89137 13.03675 2.340 -0.599 1.317
O 13.37672 9.05528 13.20362 -1.273 -1.010 0.432
O 11.57340 8.13319 11.99958 -2.524 1.344 -1.825
O 13.30317 6.80432 12.49702 0.412 -0.431 0.803
O 11.79174 7.50505 14.25042 0.987 0.600 -0.991
```
Positions in Å, forces in eV/Å.